i.
{
  "formula": "H5OS2",
  "method": "the ωB97M-V functional and the def2-TZVPD basis",
  "elements": ["O", "H", "H", "H", "S", "S", "H", "H"],
  "coordinates": [[-2.42112, -0.10421, -2.00065], [-2.56665, -1.08152, -1.91539], [-1.79974, 0.30856, -1.33942], [1.65263, -0.75172, 0.85506], [-0.37627, 0.84080, 0.29119], [2.55390, -0.18036, 1.67577], [-0.03519, 2.09027, -0.12820], [2.99244, -1.12182, 2.56165]],
  "charge": 2,
  "spin_multiplicity": 2,
  "s_squared": 1.6280,
  "homo_ev": [-19.483, -19.067]
}


ii.
{
  "formula": "H5OS2",
  "method": "the ωB97M-V functional and the def2-TZVPD basis",
  "elements": ["O", "H", "H", "H", "S", "S", "H", "H"],
  "coordinates": [[1.02794, 0.49026, -1.67777], [0.38724, 1.10873, -2.19097], [1.71545, 0.98815, -1.43973], [-0.47593, -0.52960, -0.57176], [0.08828, -1.01592, 1.95410], [-0.95940, -0.01262, 0.53534], [0.24479, -0.26826, 3.05195], [-2.02836, -0.76075, 0.33883]],
  "charge": 2,
  "spin_multiplicity": 2,
  "s_squared": 0.7565,
  "homo_ev": [-22.006, -20.478]
}


According to the calculations, the structures order from most to least stable as ii, i.


i.
{
  "formula": "C4H3N3O",
  "method": "the ωB97M-V functional and the def2-TZVPD basis",
  "elements": ["C", "C", "N", "O", "C", "N", "C", "N", "H", "H", "H"],
  "coordinates": [[-0.67498, -0.58694, 1.59138], [0.20438, -1.39784, 0.76397], [0.63078, -0.21042, -0.12799], [0.64787, -0.22066, -1.54225], [0.27992, 1.04780, -1.84802], [-0.27478, 1.73313, -0.82110], [-0.08025, 0.84081, 0.21820], [-0.73857, 0.76072, 1.33948], [-1.26617, -1.19511, 2.43390], [0.66893, -2.29425, 0.70548], [0.60288, 1.52275, -2.71305]],
  "spin_multiplicity": 1,
  "smiles": "c1cn2ocnc2n1",
  "homo_ev": -8.860
}


ii.
{
  "formula": "C4H3N3O",
  "method": "the ωB97M-V functional and the def2-TZVPD basis",
  "elements": ["C", "C", "C", "C", "H", "H", "H", "N", "N", "N", "O"],
  "coordinates": [[-2.29475, -0.25092, 0.09501], [-0.90555, -0.32164, 0.29603], [-0.31661, 0.78971, 0.13289], [1.28562, -1.22970, -0.22895], [-0.75135, 1.86108, -0.42578], [1.44766, 2.04899, 1.29598], [2.01417, -2.15509, -0.90079], [-3.52634, -0.21326, -0.43365], [1.08751, 0.97139, 0.04399], [1.96094, -0.10066, -0.48108], [-0.00130, -1.39990, 0.60636]],
  "spin_multiplicity": 1,
  "homo_ev": -9.004
}


According to the calculations, the structures order from most to least stable as i, ii.


i.
{
  "formula": "C4H3N3O",
  "method": "the ωB97M-V functional and the def2-TZVPD basis",
  "elements": ["O", "C", "C", "N", "C", "N", "N", "C", "H", "H", "H"],
  "coordinates": [[0.34468, 1.58620, 1.75391], [-0.39824, 0.90239, 0.87197], [0.15554, 1.20127, -0.47480], [0.93354, 0.35678, -1.10876], [1.07108, -0.96615, -0.86387], [0.19937, -1.88046, -0.44171], [-1.05018, -1.39638, 0.19932], [-1.24493, -0.25250, 0.95047], [0.09846, 2.10446, -0.97482], [2.23082, -1.30164, -1.06107], [-2.34013, -0.35398, 1.14937]],
  "spin_multiplicity": 1,
  "smiles": "O=c1cncnnc1",
  "homo_ev": -10.251
}


ii.
{
  "formula": "C4H3N3O",
  "method": "the ωB97M-V functional and the def2-TZVPD basis",
  "elements": ["N", "C", "N", "C", "C", "O", "C", "N", "H", "H", "H"],
  "coordinates": [[-1.07522, 2.11251, -0.93774], [-0.48715, 1.05323, -0.46810], [-1.38665, 0.25523, 0.24410], [-0.93461, -0.92134, 0.47316], [0.38817, -1.15084, 0.33681], [1.00442, -2.08728, 0.94968], [1.30617, -0.14958, -0.09766], [1.01767, 0.93701, -0.47623], [-0.33110, 2.76616, -1.50482], [-1.57398, -1.62314, 0.85024], [2.34362, -0.56676, -0.21901]],
  "spin_multiplicity": 1,
  "smiles": "N=C1N=CC(=O)C=N1",
  "homo_ev": -10.401
}


According to the calculations, the structures order from most to least stable as ii, i.


i.
{
  "formula": "C4H3N3O",
  "method": "the ωB97M-V functional and the def2-TZVPD basis",
  "elements": ["C", "C", "C", "C", "H", "H", "H", "N", "N", "N", "O"],
  "coordinates": [[-0.03043, -1.23499, -0.96288], [0.08337, -1.17577, 0.67226], [-0.01529, 0.25802, 0.43525], [-0.05326, 0.21332, -0.89778], [-0.67713, -1.87111, 1.07632], [1.01584, -1.70494, 0.94888], [-0.13175, 2.16685, 1.51874], [0.01716, 1.58109, 0.72118], [-0.07004, 2.31351, -0.39568], [-0.13025, 1.54771, -1.40687], [-0.00823, -2.09370, -1.70942]],
  "spin_multiplicity": 1,
  "homo_ev": -9.762
}


ii.
{
  "formula": "C4H3N3O",
  "method": "the ωB97M-V functional and the def2-TZVPD basis",
  "elements": ["O", "C", "C", "N", "N", "C", "C", "N", "H", "H", "H"],
  "coordinates": [[-1.93377, 1.31667, 0.54004], [-0.77499, 1.07602, 0.14176], [0.21446, 0.91803, 1.17693], [0.91143, -0.15598, 1.42516], [0.36350, -1.26949, 0.83407], [-0.08544, -1.40995, -0.40587], [0.18969, -0.20475, -1.39351], [-0.03586, 1.03411, -1.07857], [0.73219, 1.60250, 1.76105], [-0.50595, -2.47270, -0.64973], [0.92473, -0.43446, -2.35132]],
  "spin_multiplicity": 1,
  "smiles": "O=c1cnnccn1",
  "homo_ev": -10.085
}


iii.
{
  "formula": "C4H3N3O",
  "method": "the ωB97M-V functional and the def2-TZVPD basis",
  "elements": ["H", "N", "C", "N", "C", "N", "C", "C", "O", "H", "H"],
  "coordinates": [[-1.11754, 1.57126, -0.21407], [-0.23984, 1.95993, -0.21585], [0.52630, 0.94528, -0.05222], [1.86317, 0.63288, 0.24971], [1.93276, -0.67240, 0.07606], [0.66798, -1.49857, -0.13167], [-0.27035, -0.53096, -0.19419], [-1.61460, -0.81680, -0.09955], [-2.42714, 0.01665, 0.32349], [2.90102, -1.10112, 0.19211], [-1.85020, -1.81365, -0.26198]],
  "spin_multiplicity": 1,
  "smiles": "[H]/N=C1/N=CN=C1C=O",
  "homo_ev": -10.304
}


According to the calculations, the structures order from most to least stable as iii, i, ii.


i.
{
  "formula": "C3H3N2OS",
  "method": "the ωB97M-V functional and the def2-TZVPD basis",
  "elements": ["C", "C", "C", "N", "N", "O", "S", "H", "H", "H"],
  "coordinates": [[-0.83834, -0.70506, -1.05414], [0.55233, 2.03282, -0.51156], [0.14170, -1.51549, 0.96662], [0.23846, 1.19336, 0.29327], [-0.43954, -0.76873, 0.09262], [0.77767, 2.58378, -1.47325], [-1.77176, -0.35625, -2.23986], [0.25790, -1.34647, 2.01865], [0.57385, -2.37785, 0.65945], [0.50774, 1.25990, 1.24819]],
  "charge": 1,
  "spin_multiplicity": 1,
  "homo_ev": [-14.742, -14.742]
}


ii.
{
  "formula": "C3H3N2OS",
  "method": "the ωB97M-V functional and the def2-TZVPD basis",
  "elements": ["C", "C", "C", "N", "N", "O", "S", "H", "H", "H"],
  "coordinates": [[0.01651, 0.02596, -0.05928], [-0.47257, -0.17386, -1.32504], [0.96005, -0.85126, 0.52133], [1.38162, -1.91850, -0.12133], [0.99793, -2.18652, -1.26350], [1.50438, -3.92342, -2.12887], [-0.00641, -1.50871, -2.31615], [-0.32658, 0.87632, 0.51876], [-1.19099, 0.50702, -1.75756], [1.36881, -0.69842, 1.51298]],
  "charge": 1,
  "spin_multiplicity": 1,
  "homo_ev": [-14.900, -14.818]
}


iii.
{
  "formula": "C3H3N2OS",
  "method": "the ωB97M-V functional and the def2-TZVPD basis",
  "elements": ["C", "C", "C", "N", "N", "O", "S", "H", "H", "H"],
  "coordinates": [[2.41588, 0.63725, -0.18464], [0.54862, -0.37579, -0.00060], [-2.20452, -0.38185, -0.08471], [1.45659, -0.10703, -0.74458], [3.50745, 1.13669, -0.05045], [2.35936, 0.99168, 1.07374], [-0.70993, -0.96310, 0.80869], [-2.63233, 0.52137, 0.35689], [-2.89691, -1.20915, 0.02672], [-1.84420, -0.25006, -1.20106]],
  "charge": 1,
  "spin_multiplicity": 1,
  "homo_ev": [-14.569, -14.568]
}


According to the calculations, the structures order from most to least stable as i, iii, ii.


i.
{
  "formula": "C4H10S",
  "method": "the ωB97M-V functional and the def2-TZVPD basis",
  "elements": ["C", "C", "H", "H", "H", "H", "C", "C", "S", "H", "H", "H", "H", "H", "H"],
  "coordinates": [[-0.12968, 0.89881, 1.94532], [1.19648, 0.70396, 1.67180], [-0.62801, 1.93353, 2.01100], [-0.63325, -0.00471, 2.08834], [1.79106, 1.33165, 0.98811], [1.89920, -0.05738, 2.22927], [0.52531, -0.57734, -1.78401], [-0.54951, -0.09412, -0.92959], [-2.07766, -1.02478, -1.31599], [0.74340, -1.58795, -1.42702], [0.02959, -0.50648, -2.72331], [1.45421, -0.00323, -1.85209], [-0.53466, 1.00207, -0.84472], [-0.57313, -0.69663, 0.00155], [-2.51335, -1.31741, -0.05867]],
  "spin_multiplicity": 1,
  "smiles": "C=C.CCS",
  "homo_ev": -8.934
}


ii.
{
  "formula": "C4H10S",
  "method": "the ωB97M-V functional and the def2-TZVPD basis",
  "elements": ["C", "C", "C", "S", "C", "H", "H", "H", "H", "H", "H", "H", "H", "H", "H"],
  "coordinates": [[-1.46138, 0.03528, -0.82613], [-1.56028, -0.72198, 0.90243], [-1.71525, 0.66704, 0.57138], [1.42921, -0.08907, 0.07851], [3.20306, 0.02838, -0.22796], [-1.31695, 0.86096, -1.52623], [-2.33982, -0.47974, -1.20223], [-0.41513, -0.42297, -0.92394], [-2.40937, -1.39102, 0.89313], [-0.64386, -0.98154, 1.40725], [-0.89345, 1.23440, 0.97993], [-2.66017, 1.15802, 0.78222], [3.63080, 1.00104, 0.01169], [3.41095, -0.17616, -1.27628], [3.74163, -0.72264, 0.35623]],
  "spin_multiplicity": 1,
  "homo_ev": -6.622
}


According to the calculations, the structures order from most to least stable as i, ii.